A) Formula: C5H11N
Source: the Open Molecules 2025 dataset
Level of theory: wB97M-V/def2-TZVPD

Its HOMO-LUMO gap is 9.33 eV. The HOMO energy comes out at -8.32 eV. Its net charge is 0. As for the SMILES: C=C(C)N.C=C.

XYZ file:
```
17
Properties=species:S:1:pos:R:3:nbo_charge:R:1
C 1.61 0.73 -1.03 -0.526
C 0.64 1.28 -0.31 0.195
C -0.77 1.38 -0.80 -0.656
N 0.85 1.85 0.95 -0.814
H 2.62 0.63 -0.63 0.192
H 1.43 0.39 -2.03 0.204
H -1.20 2.35 -0.58 0.219
H -1.39 0.64 -0.28 0.220
H -0.85 1.20 -1.87 0.226
H 0.09 1.73 1.61 0.370
H 1.73 1.55 1.36 0.372
C -1.39 -2.99 0.98 -0.388
C -0.78 -2.25 0.08 -0.386
H -1.39 -2.74 2.03 0.190
H -1.94 -3.88 0.70 0.193
H -0.18 -1.38 0.33 0.198
H -0.83 -2.51 -0.97 0.191
```



B) Formula: C5H11N
Source: the Open Molecules 2025 dataset
Level of theory: wB97M-V/def2-TZVPD

Its HOMO-LUMO gap is 8.65 eV. The HOMO energy comes out at -7.59 eV. Its net charge is 0. As for the SMILES: CC(C)=C(C)N.

XYZ file:
```
17
Properties=species:S:1:pos:R:3:nbo_charge:R:1
C 1.17 0.17 -1.56 -0.637
C 0.01 0.18 -0.58 -0.089
C -1.05 1.20 -0.84 -0.629
C 0.09 -0.47 0.59 0.183
C -0.99 -0.49 1.62 -0.656
N 1.15 -1.36 0.88 -0.831
H 1.83 1.01 -1.33 0.205
H 1.71 -0.77 -1.49 0.214
H 0.80 0.31 -2.57 0.212
H -1.18 1.37 -1.91 0.209
H -2.03 0.92 -0.45 0.212
H -0.79 2.18 -0.39 0.206
H -1.61 0.41 1.58 0.224
H -0.64 -0.58 2.64 0.208
H -1.65 -1.34 1.41 0.222
H 2.05 -1.00 0.60 0.375
H 1.15 -1.73 1.81 0.372
```



Top of the stability list: B), leading by 93.8 kJ/mol.



A) Formula: C9H14O
Source: the Open Molecules 2025 dataset
Level of theory: wB97M-V/def2-TZVPD

Its HOMO-LUMO gap is 9.13 eV. The HOMO energy comes out at -8.31 eV. Its net charge is 0. As for the SMILES: Cc1ccc(O)cc1.CC.

XYZ file:
```
24
Properties=species:S:1:pos:R:3:nbo_charge:R:1
C -1.35 0.93 -2.77 -0.657
C -0.45 -0.04 -2.10 -0.068
C 0.13 0.42 -0.92 -0.166
C 0.94 -0.38 -0.10 -0.276
C 1.34 -1.58 -0.65 0.310
O 2.32 -2.26 0.03 -0.685
C 0.92 -2.01 -1.91 -0.301
C 0.20 -1.14 -2.69 -0.169
H -2.18 0.65 -3.44 0.229
H -0.85 1.58 -3.53 0.217
H -1.87 1.69 -2.18 0.228
H 0.18 1.49 -0.77 0.209
H 1.43 0.02 0.78 0.227
H 2.92 -2.70 -0.55 0.478
H 1.50 -2.86 -2.27 0.208
H 0.02 -1.17 -3.76 0.216
C -0.85 1.22 4.04 -0.612
C -0.47 0.64 2.67 -0.613
H -0.18 2.04 4.35 0.202
H -1.86 1.62 4.14 0.204
H -0.78 0.44 4.80 0.204
H 0.61 0.50 2.59 0.199
H -1.01 -0.30 2.48 0.211
H -0.68 1.22 1.77 0.206
```



B) Formula: C9H14O
Source: the Open Molecules 2025 dataset
Level of theory: wB97M-V/def2-TZVPD

Its HOMO-LUMO gap is 9.94 eV. The HOMO energy comes out at -8.97 eV. Its net charge is 0. As for the SMILES: Cc1ccccc1.CCO.

XYZ file:
```
24
Properties=species:S:1:pos:R:3:nbo_charge:R:1
C 2.27 -1.58 0.72 -0.631
C 0.79 -1.52 1.00 0.003
C 0.35 -1.04 2.24 -0.226
C -1.00 -0.92 2.50 -0.195
C -1.92 -1.31 1.54 -0.233
C -1.49 -1.76 0.31 -0.197
C -0.13 -1.84 0.02 -0.223
H 2.43 -2.23 -0.14 0.216
H 2.83 -1.92 1.59 0.215
H 2.70 -0.59 0.52 0.219
H 1.12 -0.65 2.90 0.208
H -1.32 -0.64 3.49 0.210
H -2.98 -1.34 1.73 0.212
H -2.18 -2.08 -0.45 0.208
H 0.13 -2.21 -0.97 0.214
C -0.15 2.82 -1.08 -0.651
C -0.62 2.08 -2.28 -0.073
O 0.49 1.45 -2.96 -0.725
H 0.25 3.78 -1.41 0.201
H 0.64 2.32 -0.52 0.224
H -0.90 3.08 -0.33 0.222
H -1.33 1.26 -2.16 0.185
H -1.08 2.69 -3.07 0.163
H 1.12 2.14 -3.18 0.455
```



Top of the stability list: B), leading by 87.9 kJ/mol.